DFT (the ωB97M-V functional and the def2-TZVPD basis) results for 2 unconnected molecules or ions with the total composition C6H8 in a non-equilibrium geometry.

Atoms and positions in Å:
C -0.66 1.12 0.77
C -2.01 3.02 1.80
C 1.13 -0.89 0.81
C 0.25 -1.17 -0.35
C 0.02 0.10 0.44
C 0.75 -1.07 -1.84
H -2.73 2.17 1.92
H -1.82 3.37 0.78
H 0.76 -1.28 1.79
H 2.18 -0.60 0.69
H -0.59 -1.77 -0.33
H -0.10 -0.54 -2.27
H 1.17 -2.00 -2.19
H 1.66 -0.45 -2.02

Highest occupied orbital energy in eV: -7.93
HOMO-LUMO gap in eV: 7.45
LUMO in eV: -0.477

---

DFT (the ωB97M-V functional and the def2-TZVPD basis) results for a molecular structure, C43H57BCl2I2LuN6OP.

Atoms and positions in Å:
Lu -0.11 0.12 -0.52
C 1.69 5.39 -1.17
C 0.98 4.17 -1.64
C 0.42 3.94 -2.88
C -0.13 2.66 -2.81
N 0.08 2.14 -1.59
N 0.76 3.09 -0.88
B 1.05 2.91 0.63
N 2.03 1.75 0.92
N 1.67 0.43 0.85
C 2.70 -0.29 1.29
C 3.75 0.55 1.64
C 3.30 1.84 1.39
C 4.01 3.12 1.62
C 2.63 -1.80 1.43
C 3.77 -2.45 0.64
C 1.29 -2.32 0.92
C 2.77 -2.15 2.92
N -0.28 2.64 1.34
N -1.00 1.49 1.13
C -2.05 1.55 1.98
C -2.02 2.73 2.70
C -0.88 3.40 2.29
C -0.37 4.71 2.75
C -3.00 0.40 2.17
C -4.31 0.87 2.82
C -3.34 -0.24 0.82
C -2.31 -0.60 3.10
C -0.88 1.95 -3.90
C -1.44 0.63 -3.36
C 0.08 1.66 -5.07
C -2.03 2.83 -4.39
H 1.77 6.10 -1.98
H 2.69 5.15 -0.83
H 1.16 5.86 -0.35
H 0.41 4.61 -3.72
H 1.52 3.91 1.03
H 4.70 0.28 2.05
H 5.02 2.92 1.96
H 3.51 3.72 2.37
H 4.07 3.70 0.70
H 3.68 -2.24 -0.43
H 3.74 -3.53 0.78
H 4.74 -2.10 0.98
H 1.20 -2.28 -0.17
H 0.43 -1.78 1.39
H 1.14 -3.36 1.21
H 3.70 -1.78 3.33
H 2.76 -3.23 3.04
H 1.95 -1.73 3.50
H -2.71 3.06 3.45
H -1.05 5.13 3.48
H -0.28 5.41 1.92
H 0.61 4.61 3.21
H -4.78 1.65 2.23
H -4.13 1.25 3.82
H -5.00 0.04 2.91
H -3.92 0.44 0.19
H -3.91 -1.16 0.96
H -2.44 -0.52 0.23
H -2.00 -0.12 4.02
H -1.43 -1.05 2.63
H -2.99 -1.41 3.35
H -0.67 -0.11 -3.20
H -2.15 0.20 -4.06
H -2.02 0.79 -2.43
H 0.88 0.99 -4.76
H 0.53 2.58 -5.43
H -0.46 1.20 -5.89
H -2.74 3.02 -3.59
H -2.55 2.33 -5.20
H -1.66 3.78 -4.76
Cl 3.45 2.40 -2.51
C 3.75 0.68 -2.51
Cl 2.26 -0.29 -2.10
H 4.48 0.41 -1.75
H 4.02 0.33 -3.51
I -2.42 -4.16 1.84
I -0.46 -5.55 2.95
O -0.55 -1.80 -1.53
P -1.17 -2.88 -2.44
C -0.36 -3.05 -4.04
C 0.44 -2.07 -4.62
C 0.98 -2.26 -5.88
C 0.72 -3.42 -6.58
C -0.08 -4.40 -6.01
C -0.61 -4.22 -4.75
C -1.00 -4.50 -1.68
C -2.06 -5.39 -1.61
C -1.86 -6.67 -1.10
C -0.60 -7.05 -0.68
C 0.47 -6.17 -0.76
C 0.27 -4.90 -1.26
C -2.92 -2.58 -2.70
C -3.73 -2.49 -1.58
C -5.09 -2.25 -1.72
C -5.63 -2.12 -2.98
C -4.83 -2.23 -4.11
C -3.47 -2.46 -3.97
H 0.67 -1.16 -4.09
H 1.61 -1.50 -6.31
H 1.14 -3.57 -7.56
H -0.29 -5.32 -6.55
H -1.22 -5.00 -4.32
H -3.04 -5.10 -1.94
H -2.68 -7.36 -1.05
H -0.44 -8.05 -0.29
H 1.45 -6.47 -0.44
H 1.11 -4.21 -1.34
H -3.30 -2.62 -0.59
H -5.72 -2.19 -0.84
H -6.69 -1.94 -3.10
H -5.25 -2.14 -5.09
H -2.85 -2.55 -4.85

Highest occupied orbital energy in eV: -13.23
HOMO-LUMO gap in eV: 7.50
Charge: +2
LUMO in eV: -5.739

---

DFT (the ωB97M-V functional and the def2-TZVPD basis) results for a gas-phase ion, C3H9N2O (charge +1) in a non-equilibrium geometry.

Atoms and positions in Å:
C 0.53 -0.51 -0.40
C 1.55 -0.56 1.72
C -0.58 -0.10 -1.54
N 0.45 -0.22 0.83
N -1.59 0.90 -0.94
O -0.42 0.71 1.25
H 1.26 -1.08 -0.81
H 1.23 -0.26 2.63
H 1.66 -1.59 1.63
H 2.35 0.23 1.63
H -1.01 -0.96 -1.78
H 0.10 0.20 -2.27
H -1.15 1.05 0.20
H -2.48 0.55 -0.61
H -1.90 1.66 -1.53

Structure (SMILES): C/[N+]([O-])=C/C[NH3+]
Highest occupied orbital energy in eV: -14.46
HOMO-LUMO gap in eV: 10.46
Charge: +1
LUMO in eV: -3.999